Entry 1:
Molecular formula: C6H10N
Method: DFT, ωB97M-V/def2-TZVPD

Computed properties:
LUMO = -4.96 eV
HOMO = -14.05 eV
Energy relative to the best compared isomer or geometry (same formula, charge and spin) = 199.8 kJ/mol
SMILES = C=C[C@H](C)CC#[NH+]
Total charge = +1

XYZ file:
```
17
Properties=species:S:1:pos:R:3:forces:R:3
C 2.100 -0.359 0.078 6.1 1.3 -1.5
C 0.914 -0.849 0.610 -1.9 -0.2 0.6
C -0.250 -0.250 -0.274 -0.6 0.8 1.2
C -1.037 2.131 -0.139 -0.9 1.0 -1.1
C -1.310 -1.345 -0.362 -2.0 2.6 0.9
C -0.808 1.026 0.511 2.1 -2.0 -5.3
N 3.158 -0.058 -0.393 -5.2 -1.0 2.2
H 0.896 -1.955 0.648 0.3 0.5 -0.2
H 0.593 -0.450 1.595 1.3 -0.4 -0.1
H 0.207 0.028 -1.190 -0.2 0.5 -1.2
H -1.485 2.982 0.322 -0.2 0.4 0.5
H -1.000 2.238 -1.237 0.6 -0.3 0.6
H 3.816 0.648 -0.675 0.3 -0.1 -0.2
H -2.334 -0.749 -0.406 1.9 -1.7 -0.2
H -1.224 -1.766 0.644 -0.8 -0.7 -0.4
H -1.196 -2.045 -1.175 0.0 -0.3 0.0
H -1.038 0.773 1.444 -0.9 -0.3 4.1
```
Positions in Å, forces in eV/Å.



Entry 2:
Molecular formula: C39H26Br2F7N4O3S2TeTi
Method: DFT, ωB97M-V/def2-TZVPD

Computed properties:
LUMO = -3.95 eV
HOMO = -10.70 eV
Energy relative to the best compared isomer or geometry (same formula, charge and spin) = 372.4 kJ/mol
Total charge = +1

XYZ file:
```
85
Properties=species:S:1:pos:R:3:forces:R:3
Ti 0.517 0.374 -0.973 -1.0 -0.6 -0.2
Br -2.685 3.863 -3.823 0.1 0.0 0.0
C -2.908 2.024 -3.548 -0.1 0.0 0.0
C -3.996 1.387 -4.180 0.0 0.0 0.0
C -4.236 0.061 -3.984 0.0 0.0 0.0
Br -5.714 -0.740 -4.840 0.0 0.0 0.0
C -3.410 -0.699 -3.117 0.0 0.0 0.0
C -3.624 -2.051 -2.788 0.0 0.0 0.0
C -2.805 -2.664 -1.881 0.0 0.0 0.0
C -1.757 -1.931 -1.312 -0.1 0.0 0.0
N -1.495 -0.679 -1.625 0.3 -0.1 -0.1
C -2.308 -0.049 -2.517 -0.1 0.0 0.1
C -2.029 1.321 -2.762 0.0 0.2 0.3
O -0.968 1.852 -2.139 0.0 -0.4 -0.1
H -4.646 1.970 -4.816 0.0 0.0 0.0
H -4.449 -2.582 -3.243 0.0 0.0 0.0
H -2.951 -3.694 -1.590 0.0 0.0 0.0
H -1.112 -2.391 -0.575 0.1 0.0 0.0
F 5.697 -0.990 0.224 0.0 0.0 0.0
C 4.694 -0.114 0.374 0.0 0.0 0.0
C 3.490 -0.370 -0.260 0.1 0.1 -0.1
C 2.437 0.517 -0.096 0.0 0.1 0.2
C 2.643 1.702 0.632 0.0 0.0 0.1
C 3.865 1.892 1.269 0.1 0.0 -0.1
F 4.067 2.978 2.039 0.0 0.0 0.0
C 4.908 0.996 1.164 0.0 0.0 0.0
C 1.522 2.644 0.706 0.1 0.0 0.1
C 1.587 3.956 1.167 -0.2 0.0 0.1
C 0.414 4.671 1.300 0.0 0.0 0.0
C -0.802 4.076 0.980 0.0 0.0 0.0
C -0.780 2.818 0.429 0.0 -0.1 0.0
N 0.358 2.127 0.268 0.2 0.2 -0.2
H 3.417 -1.255 -0.876 0.1 0.1 0.0
H 5.851 1.170 1.661 0.0 0.0 0.0
H 2.539 4.394 1.417 0.0 0.0 0.0
H 0.442 5.693 1.654 0.0 0.0 0.0
H -1.739 4.600 1.094 0.0 0.0 0.0
H -1.683 2.344 0.070 0.0 0.0 0.0
F 2.337 3.301 -2.295 -0.1 0.0 0.0
Te 0.816 2.718 -3.240 1.2 -0.1 0.0
F -0.184 1.815 -4.565 -0.2 0.2 0.2
F 0.099 3.958 -2.000 -0.1 -0.2 -0.1
F 2.169 2.231 -4.453 -0.1 0.0 0.0
F 0.672 4.213 -4.320 -0.1 -0.1 0.0
O 1.290 1.002 -2.441 -0.1 0.8 -0.4
N 0.548 -1.148 -4.075 0.0 0.0 0.0
C 0.867 -2.010 -3.106 -0.1 0.0 0.1
N 1.146 -1.703 -1.849 0.1 0.2 0.1
C 1.434 -2.879 -1.131 0.0 0.0 0.0
C 1.920 -2.956 0.168 -0.1 -0.1 0.2
C 2.141 -4.196 0.743 0.0 0.0 0.0
C 1.902 -5.371 0.036 0.0 0.0 0.0
C 1.468 -5.315 -1.277 0.0 0.0 0.0
C 1.250 -4.068 -1.842 0.0 0.0 0.0
S 0.805 -3.709 -3.483 0.0 0.0 0.0
H 0.787 -0.172 -3.975 0.0 0.0 0.0
H 0.432 -1.493 -5.013 0.0 0.0 0.0
H 2.175 -2.056 0.702 -0.2 0.0 0.1
H 2.527 -4.249 1.753 0.0 0.0 0.0
H 2.087 -6.330 0.499 0.0 0.0 0.0
H 1.317 -6.218 -1.852 0.0 0.0 0.0
O -0.243 -0.469 0.739 0.1 -0.4 0.0
S -0.056 -1.106 2.121 0.1 0.1 -0.2
C -1.720 -1.374 2.661 -0.1 0.1 0.0
C -1.922 -2.345 3.630 0.0 0.0 0.0
C -3.213 -2.578 4.082 0.1 0.0 0.0
C -4.273 -1.856 3.553 0.0 0.0 0.0
C -4.056 -0.902 2.565 0.0 0.0 0.0
C -2.772 -0.654 2.110 0.1 -0.1 0.0
C 0.528 0.205 3.151 0.0 0.0 0.1
C 1.824 0.054 3.625 0.0 0.1 0.0
C 2.401 1.088 4.351 0.0 -0.1 0.0
C 1.681 2.248 4.583 0.0 0.0 0.0
C 0.378 2.383 4.110 0.0 0.0 0.0
C -0.210 1.358 3.394 0.0 0.0 0.0
H -1.088 -2.912 4.025 0.0 0.0 0.0
H -3.390 -3.331 4.838 0.0 0.0 0.0
H -5.278 -2.045 3.903 0.0 0.0 0.0
H -4.890 -0.354 2.148 0.0 0.0 0.0
H -2.585 0.062 1.320 0.0 0.0 0.0
H 2.383 -0.850 3.411 0.0 0.0 0.0
H 3.412 0.987 4.723 0.0 0.0 0.0
H 2.135 3.059 5.137 0.0 0.0 0.0
H -0.177 3.291 4.302 0.0 0.0 0.0
H -1.225 1.451 3.030 0.0 0.0 0.0
```
Positions in Å, forces in eV/Å.



Entry 3:
Molecular formula: C8H8NO4S
Method: DFT, ωB97M-V/def2-TZVPD

Computed properties:
LUMO = 3.40 eV
HOMO = -4.89 eV
Energy relative to the best compared isomer or geometry (same formula, charge and spin) = 71.4 kJ/mol
Total charge = -1

XYZ file:
```
22
Properties=species:S:1:pos:R:3:forces:R:3
C -2.962 -0.220 -0.846 0.4 -1.5 -3.2
C -1.922 -0.542 -1.752 0.9 1.8 -0.1
C -2.602 0.180 0.378 -0.6 0.0 3.4
C -0.585 -0.328 -1.455 1.3 -1.6 0.8
C -1.284 0.093 0.855 0.1 0.6 -1.6
C -0.253 -0.142 -0.096 -1.7 0.3 1.7
C 1.903 -1.527 0.205 0.3 -0.7 1.1
C 1.105 -0.136 0.441 2.3 -1.3 1.2
N 1.275 0.487 1.865 -0.3 0.2 -3.6
O 1.779 -2.514 0.952 -0.2 1.3 -0.9
O 3.270 1.304 0.119 1.5 0.0 0.6
O 2.724 -1.356 -0.768 -0.7 -0.5 0.8
O 1.061 2.061 -0.671 0.6 -0.5 -2.9
S 2.225 0.746 -0.720 -2.4 1.8 -0.4
H -3.957 -0.458 -1.238 0.1 0.7 0.6
H -2.053 -0.562 -2.805 -1.0 -0.8 -0.8
H -3.387 0.459 1.114 0.5 -0.2 -0.5
H 0.279 -0.551 -2.182 -1.7 0.6 1.0
H -1.083 0.349 1.904 0.1 -0.2 -0.7
H 1.036 -0.165 2.549 -1.2 -1.7 1.1
H 1.171 2.371 0.191 0.1 1.0 2.5
H 2.260 0.452 1.961 1.5 0.6 -0.1
```
Positions in Å, forces in eV/Å.